[1]
Here is a 16-piece molecular cluster, C98H221N11O19 overall from the Open Molecules 2025 dataset. Energies are from the ωB97M-V functional and the def2-TZVPD basis.

- LUMO level (eV) = -7.37

```
! wB97M-V def2-TZVPD RIJCOSX def2/J DEFGRID3
* xyz 6 1
C -3.18 -6.78 -5.79
C -4.28 -7.66 -6.43
C -4.44 -7.34 -7.83
C -5.38 -8.27 -8.63
N -5.47 -7.88 -10.07
C -6.29 -8.86 -10.77
C -6.65 -8.22 -12.12
C -6.71 -6.72 -11.84
C -6.25 -6.62 -10.34
C -4.02 -7.76 -10.73
C -3.29 -9.06 -10.84
C -1.79 -8.88 -11.15
H -3.12 -6.72 -4.66
H -3.27 -5.72 -6.20
H -2.23 -7.22 -6.15
H -5.17 -7.47 -5.82
H -4.22 -8.76 -6.34
H -3.46 -7.46 -8.31
H -4.68 -6.25 -8.04
H -6.42 -8.27 -8.27
H -4.88 -9.26 -8.59
H -5.80 -9.82 -10.91
H -7.22 -9.06 -10.18
H -5.88 -8.35 -12.84
H -7.55 -8.62 -12.44
H -6.18 -6.04 -12.48
H -7.74 -6.39 -11.92
H -5.63 -5.74 -10.10
H -7.15 -6.68 -9.68
H -3.56 -7.07 -10.04
H -4.14 -7.26 -11.72
H -3.76 -9.69 -11.61
H -3.44 -9.56 -9.87
H -1.73 -8.48 -12.14
H -1.20 -9.80 -11.23
H -1.29 -8.28 -10.39
C 2.95 -3.08 11.92
C 1.63 -3.85 12.18
C 1.03 -4.41 10.80
C 0.31 -3.51 9.88
N 0.24 -4.04 8.44
C -0.48 -5.32 8.32
C -0.13 -5.93 6.98
C 1.33 -5.55 6.85
C 1.61 -4.35 7.71
C -0.59 -3.08 7.61
C 0.04 -1.69 7.43
C -0.83 -0.80 6.50
H 2.79 -2.32 11.13
H 3.66 -3.84 11.51
H 3.43 -2.65 12.79
H 0.90 -3.28 12.74
H 1.85 -4.64 12.81
H 0.31 -5.21 11.02
H 1.89 -4.94 10.38
H 0.65 -2.49 9.86
H -0.73 -3.49 10.23
H -1.53 -5.12 8.42
H -0.16 -6.01 9.15
H -0.70 -5.39 6.18
H -0.41 -6.99 6.88
H 1.70 -5.31 5.88
H 1.92 -6.40 7.18
H 1.83 -3.44 7.12
H 2.35 -4.48 8.52
H -1.54 -2.94 8.11
H -0.79 -3.58 6.72
H 1.04 -1.78 6.99
H 0.20 -1.16 8.37
H -0.75 -1.06 5.42
H -0.59 0.27 6.50
H -1.89 -0.78 6.69
C -5.04 1.21 -8.96
C -6.31 0.83 -8.15
C -6.44 1.56 -6.80
C -5.29 1.04 -5.90
N -4.76 1.92 -4.70
C -5.81 1.99 -3.62
C -5.72 0.72 -2.78
C -4.18 0.56 -2.76
C -3.60 1.27 -4.02
C -4.49 3.35 -5.12
C -3.38 3.57 -6.21
C -3.10 5.13 -6.12
H -5.00 0.74 -10.00
H -4.19 0.80 -8.46
H -4.96 2.28 -9.21
H -6.36 -0.28 -7.95
H -7.18 1.04 -8.82
H -7.46 1.55 -6.39
H -6.20 2.61 -6.92
H -4.36 0.94 -6.52
H -5.52 0.09 -5.44
H -5.57 2.84 -2.96
H -6.74 2.17 -4.17
H -6.12 0.98 -1.77
H -6.30 -0.09 -3.23
H -3.70 1.17 -1.99
H -3.95 -0.47 -2.65
H -2.80 1.98 -3.83
H -3.31 0.45 -4.67
H -4.21 3.81 -4.23
H -5.42 3.74 -5.47
H -3.80 3.29 -7.20
H -2.42 3.00 -6.13
H -2.67 5.60 -6.98
H -2.44 5.45 -5.36
H -4.04 5.62 -5.99
C -1.12 6.46 4.25
C -0.06 7.39 3.71
C -0.60 8.31 2.60
C -1.30 9.53 3.35
N -2.16 10.35 2.47
C -1.48 10.95 1.33
C -0.62 12.05 1.89
C -1.64 12.71 2.94
C -2.63 11.61 3.27
C -3.37 9.52 2.23
C -4.12 9.75 0.93
C -5.30 8.72 0.81
H -0.79 5.43 4.11
H -2.07 6.54 3.78
H -1.34 6.57 5.35
H 0.82 6.82 3.36
H 0.20 7.97 4.56
H -1.21 7.75 1.91
H 0.23 8.60 1.96
H -0.56 10.08 3.85
H -2.03 9.18 4.15
H -2.22 11.36 0.66
H -0.84 10.24 0.80
H -0.27 12.61 1.07
H 0.28 11.78 2.40
H -2.12 13.60 2.51
H -1.05 13.14 3.75
H -3.62 11.89 2.84
H -2.73 11.38 4.29
H -4.04 9.76 3.08
H -3.15 8.47 2.39
H -3.44 9.46 0.14
H -4.44 10.79 0.80
H -5.91 8.82 -0.10
H -5.86 8.69 1.73
H -4.95 7.68 0.73
C 8.20 1.11 6.10
C 9.29 0.45 5.20
C 9.72 1.30 3.98
C 10.71 2.37 4.31
N 11.27 3.31 3.27
C 12.34 4.11 3.87
C 13.69 3.29 3.90
C 13.37 2.08 2.96
C 12.03 2.43 2.27
C 10.22 4.14 2.60
C 9.22 4.84 3.49
C 8.52 5.94 2.65
H 7.29 1.15 5.54
H 8.52 2.05 6.43
H 8.07 0.50 6.97
H 8.89 -0.47 4.74
H 10.03 0.13 5.95
H 8.83 1.68 3.49
H 10.14 0.56 3.32
H 11.65 1.95 4.73
H 10.26 3.12 4.94
H 12.42 5.01 3.21
H 12.11 4.46 4.88
H 14.47 3.97 3.55
H 13.99 2.95 4.96
H 14.18 1.97 2.19
H 13.35 1.10 3.46
H 12.25 3.05 1.40
H 11.41 1.60 1.98
H 9.75 3.54 1.80
H 10.81 4.86 2.04
H 9.68 5.30 4.33
H 8.51 4.16 3.84
H 9.23 6.57 2.17
H 7.92 6.46 3.45
H 7.80 5.46 1.96
C -4.63 -2.59 7.33
C -4.02 -3.75 6.58
C -4.92 -4.29 5.37
C -4.30 -3.88 3.98
N -5.20 -4.22 2.78
C -5.90 -5.57 2.90
C -4.91 -6.62 2.52
C -3.87 -5.84 1.63
C -4.36 -4.38 1.53
C -6.16 -3.04 2.44
C -6.86 -2.45 3.60
C -7.61 -1.19 3.23
H -5.12 -1.82 6.70
H -3.87 -2.06 7.91
H -5.43 -2.86 8.03
H -3.84 -4.59 7.25
H -3.08 -3.36 6.13
H -5.94 -3.83 5.35
H -4.97 -5.37 5.43
H -3.35 -4.36 3.71
H -4.11 -2.80 3.97
H -6.80 -5.57 2.24
H -6.31 -5.71 3.90
H -5.37 -7.44 2.07
H -4.45 -6.94 3.47
H -3.67 -6.21 0.64
H -2.92 -5.81 2.10
H -5.03 -4.22 0.66
H -3.65 -3.57 1.43
H -6.89 -3.41 1.70
H -5.46 -2.35 1.99
H -6.27 -2.20 4.46
H -7.64 -3.13 4.02
H -8.38 -1.30 2.42
H -6.94 -0.40 2.82
H -8.24 -0.79 4.09
C -3.36 0.66 2.69
C -3.40 0.34 1.15
C -2.14 -0.35 0.71
C -1.00 0.60 1.02
N 0.37 -0.05 0.98
C 1.52 0.99 0.73
C 2.78 0.30 1.24
C 2.28 -0.55 2.48
C 0.79 -0.70 2.29
C 0.53 -1.05 -0.12
C 0.27 -0.49 -1.54
C 0.11 -1.70 -2.51
H -2.93 -0.21 3.23
H -4.35 0.71 3.06
H -2.96 1.68 2.92
H -3.57 1.35 0.62
H -4.28 -0.24 0.78
H -2.20 -0.54 -0.33
H -2.02 -1.27 1.35
H -1.04 1.12 2.01
H -0.96 1.42 0.26
H 1.44 1.32 -0.28
H 1.39 1.88 1.40
H 3.31 -0.47 0.55
H 3.52 1.04 1.46
H 2.77 -1.49 2.29
H 2.59 -0.20 3.45
H 0.30 -1.63 2.33
H 0.32 -0.09 3.04
H -0.17 -1.83 0.10
H 1.57 -1.47 -0.04
H 1.08 0.13 -1.87
H -0.64 0.15 -1.57
H -0.79 -2.27 -2.26
H 1.02 -2.27 -2.38
H 0.03 -1.26 -3.51
C 9.11 -10.49 -2.47
C 9.98 -11.49 -1.72
C 9.76 -11.44 -0.23
O 8.38 -11.85 -0.01
C 7.96 -12.19 1.33
N 9.46 -12.84 -2.18
H 8.46 -12.84 -1.94
H 9.64 -12.94 -3.16
H 9.87 -13.68 -1.72
H 9.21 -9.50 -2.05
H 8.04 -10.86 -2.39
H 9.36 -10.34 -3.50
H 11.07 -11.41 -1.94
H 9.90 -10.40 0.10
H 10.42 -12.14 0.29
H 6.90 -12.37 1.25
H 8.28 -11.48 2.10
H 8.43 -13.16 1.67
C -6.31 2.18 1.34
C -6.21 3.14 0.20
C -7.56 3.42 -0.49
O -8.05 2.21 -1.05
C -9.47 1.97 -0.82
N -5.54 4.48 0.50
H -5.78 5.20 -0.18
H -5.97 4.71 1.39
H -4.04 4.69 0.16
H -6.97 2.58 2.11
H -5.33 2.01 1.68
H -6.73 1.21 1.02
H -5.60 2.62 -0.56
H -7.40 4.14 -1.29
H -8.37 3.81 0.13
H -10.06 2.59 -1.47
H -9.68 2.15 0.25
H -9.63 0.91 -1.08
C 2.68 4.48 -6.67
C 2.41 4.81 -5.22
C 3.37 5.86 -4.80
O 3.33 6.10 -3.33
C 3.77 7.45 -2.91
N 0.94 5.05 -5.23
H 0.13 3.67 -4.68
H 0.68 5.85 -4.62
H 0.70 5.35 -6.21
H 2.78 5.36 -7.31
H 1.83 3.87 -6.96
H 3.56 3.84 -6.82
H 2.53 3.90 -4.65
H 3.09 6.79 -5.25
H 4.38 5.59 -5.07
H 4.75 7.61 -3.33
H 3.75 7.47 -1.83
H 3.09 8.21 -3.32
C 7.42 3.84 -2.21
C 5.97 3.38 -2.12
C 5.82 1.90 -2.14
O 4.40 1.63 -2.14
C 4.15 0.25 -2.17
N 5.28 3.87 -0.86
H 4.37 3.36 -0.75
H 6.00 3.72 -0.06
H 5.06 4.92 -0.88
H 7.59 4.92 -2.14
H 7.76 3.63 -3.22
H 8.10 3.33 -1.49
H 5.36 3.76 -2.93
H 6.33 1.43 -1.25
H 6.30 1.38 -2.97
H 4.72 -0.27 -1.39
H 4.56 -0.15 -3.11
H 3.05 0.05 -2.13
O -2.05 4.65 -2.32
C -3.18 4.83 -1.57
O -3.06 4.73 -0.25
O -4.31 4.99 -2.12
H -1.26 4.34 -1.71
O 1.16 1.83 -5.36
C -0.03 1.68 -4.73
O -0.46 2.84 -4.42
O -0.55 0.64 -4.38
H 1.63 1.03 -5.61
O 1.23 5.01 -2.30
C 1.35 4.00 -1.44
O 2.34 3.78 -0.77
O 0.29 3.38 -1.26
H 2.14 5.49 -2.64
O 7.91 1.56 1.00
C 6.78 2.41 1.34
O 5.81 1.82 1.77
O 7.10 3.53 1.01
H 7.62 0.66 1.18
O -0.76 -4.31 3.99
C -1.11 -3.15 3.15
O -0.71 -3.28 1.96
O -1.64 -2.20 3.75
H -0.37 -4.88 3.33
*
```

[2]
Here is a 2-piece molecular cluster, C9H10BCl3NO3 overall from the Open Molecules 2025 dataset. Energies are from the ωB97M-V functional and the def2-TZVPD basis.

- energy relative to the best compared isomer or geometry (same formula, charge and spin) (kJ/mol) = 71.33
- LUMO level (eV) = 2.28

```
! wB97M-V def2-TZVPD RIJCOSX def2/J DEFGRID3
* xyz -1 1
C -2.09 -1.69 -1.14
C -1.32 -0.50 -1.48
N -1.95 0.69 -1.23
O -1.42 1.81 -1.48
O -3.13 0.60 -0.76
H -1.49 -2.58 -1.38
H -2.35 -1.69 -0.07
H -3.02 -1.73 -1.71
H -0.63 -0.56 -2.33
Cl 3.17 -2.31 -2.50
B 2.40 -0.64 -2.35
Cl 3.65 0.75 -2.34
Cl 1.21 -0.39 -3.80
O 1.67 -0.61 -1.05
C 0.80 0.28 -0.69
C 0.61 0.50 0.75
C 0.09 1.71 1.24
C -0.13 1.86 2.60
C 0.17 0.82 3.49
C 0.72 -0.38 3.00
C 0.96 -0.53 1.65
H 0.50 1.06 -1.39
H -0.18 2.49 0.53
H -0.57 2.79 2.98
H -0.03 0.92 4.55
H 0.95 -1.21 3.67
H 1.39 -1.44 1.25
*
```

[3]
Here is C9H10Br3KMgN3O10PS as an isolated structure from the Open Molecules 2025 dataset. Energies are from the ωB97M-V functional and the def2-TZVPD basis.

- LUMO level (eV) = 2.60

```
! wB97M-V def2-TZVPD RIJCOSX def2/J DEFGRID3
* xyz -2 1
N -4.32 -5.36 -1.19
C -3.05 -5.53 -0.85
C -2.42 -5.22 0.58
P -1.13 -3.82 0.62
C -1.54 -2.50 -0.72
C -1.78 -1.10 -0.15
C -2.07 0.05 -1.26
C -2.04 -0.54 -2.70
C -1.81 -2.02 -3.06
N -1.55 -2.99 -2.05
H -4.79 -4.98 -0.35
H -2.34 -5.94 -1.66
H -1.91 -6.20 0.94
H -3.28 -4.96 1.29
H 0.14 -4.34 0.20
H -1.74 -0.84 1.00
H -2.24 1.15 -1.02
H -2.23 0.18 -3.57
H -1.82 -2.38 -4.15
Mg -2.32 0.85 1.23
N 1.65 1.95 0.06
O 2.70 2.09 -0.56
O 0.73 2.78 -0.08
O 1.50 0.98 0.83
O 0.57 3.16 -3.52
S 0.85 4.57 -3.19
O -0.29 5.14 -2.45
O 1.06 5.34 -4.44
O 2.07 4.65 -2.35
K -0.07 3.30 2.13
C 5.19 4.03 -0.54
O 5.08 3.54 -1.66
O 6.23 3.98 0.17
O 4.28 4.67 0.06
C 2.58 1.15 6.47
Br 4.02 2.17 7.27
Br 1.04 1.02 7.64
Br 2.09 1.83 4.72
H 2.95 0.13 6.32
*
```